[1]
Density functional theory data (the ωB97M-V functional and the def2-TZVPD basis) for one molecule with the formula C3H5NO2 in a non-equilibrium geometry.

Calculated values
HOMO-LUMO gap   9.61 eV
ΔE to the lowest compared entry with this formula, charge and spin   1.439 eV
E   -8776.2559 eV

Structure (ORCA input):
```
! wB97M-V def2-TZVPD RIJCOSX def2/J DEFGRID3
* xyz 0 1
C 0.5379 -0.2633 1.6062
N -0.1657 -0.2104 0.3568
C 0.1266 0.5817 -0.6656
O 0.9174 1.5193 -0.6871
C -0.7837 0.0827 -1.9389
O -1.4683 -0.9154 -1.9946
H 1.3064 0.5115 1.5975
H -0.1495 -0.0905 2.4371
H 1.0099 -1.2437 1.7183
H -0.8316 -0.9198 0.0946
H -0.4992 0.9478 -2.5242
*
```

Atomic partial charges in e from the natural (NBO) method, atoms 1 to 5:
1. C -0.424
2. N -0.586
3. C 0.556
4. O -0.614
5. C 0.370

[2]
Density functional theory data (the ωB97M-V functional and the def2-TZVPD basis) for one molecule with the formula C3H5NO2 in a non-equilibrium geometry.

Calculated values
HOMO-LUMO gap   10.80 eV
ΔE to the lowest compared entry with this formula, charge and spin   0.272 eV
E   -8777.4231 eV

Structure (ORCA input):
```
! wB97M-V def2-TZVPD RIJCOSX def2/J DEFGRID3
* xyz 0 1
C -1.7273 0.0614 -0.0305
C -0.2999 0.4943 0.1021
O -0.0297 1.6721 0.0491
N 0.6785 -0.4939 0.0511
C 2.0324 -0.1997 -0.0447
O 2.8973 -1.0409 -0.0155
H -1.7606 0.3250 -1.1060
H -2.4118 0.7684 0.4402
H -2.0119 -0.9633 0.2578
H 0.4356 -1.4706 0.1158
H 2.2070 0.8766 -0.1527
*
```

Atomic partial charges in e from the natural (NBO) method, atoms 1 to 5:
1. C -0.721
2. C 0.688
3. O -0.586
4. N -0.666
5. C 0.541

[3]
Density functional theory data (the ωB97M-V functional and the def2-TZVPD basis) for one molecule with the formula C3H5NO2 in a non-equilibrium geometry.

Calculated values
HOMO-LUMO gap   10.59 eV
ΔE to the lowest compared entry with this formula, charge and spin   1.306 eV
E   -8776.3887 eV

Structure (ORCA input):
```
! wB97M-V def2-TZVPD RIJCOSX def2/J DEFGRID3
* xyz 0 1
O -0.6645 -2.1146 -0.3601
C -0.4907 -1.5241 0.6832
C 0.1884 -0.2052 0.6804
N 0.0160 0.3647 -0.6174
C 0.1937 1.6722 -0.9528
O 0.5630 2.5418 -0.1881
H -0.6304 -1.9775 1.6752
H 0.0828 0.5254 1.4902
H 1.1238 -0.8294 0.8785
H -0.3503 -0.3220 -1.2687
H -0.0318 1.8686 -2.0204
*
```

Atomic partial charges in e from the natural (NBO) method, atoms 1 to 5:
1. O -0.552
2. C 0.418
3. C -0.318
4. N -0.627
5. C 0.535

[4]
Density functional theory data (the ωB97M-V functional and the def2-TZVPD basis) for one molecule with the formula C3H5NO2 in a non-equilibrium geometry.

Calculated values
HOMO-LUMO gap (alpha / beta)   9.25 / 8.19 eV
Expectation value of S²   2.006
ΔE to the lowest compared entry with this formula, charge and spin   4.349 eV
E   -8768.1560 eV

Structure (ORCA input):
```
! wB97M-V def2-TZVPD RIJCOSX def2/J DEFGRID3
* xyz 0 3
C 1.1360 0.4390 1.3690
C -1.3022 0.7713 -0.2254
C 1.1457 -0.3897 0.1093
N -1.2892 -0.4700 0.0604
O -0.1067 -1.2244 0.2227
O 1.3071 -0.0168 -1.1455
H 1.0289 1.5052 1.1292
H -2.4334 1.1253 -0.3512
H 1.9713 -1.1409 0.1456
H -2.0452 -1.1902 0.2457
H 0.5877 0.5910 -1.5598
*
```

Atomic partial charges in e from the natural (NBO) method, atoms 1 to 5:
1. C -0.017
2. C -0.211
3. C 0.198
4. N -0.262
5. O -0.405

[5]
Density functional theory data (the ωB97M-V functional and the def2-TZVPD basis) for an isolated ion of composition C3H5NO2S and charge -2 in a non-equilibrium geometry.

Calculated values
HOMO-LUMO gap   5.88 eV
ΔE to the lowest compared entry with this formula, charge and spin   1.295 eV
E   -19611.2183 eV

Structure (ORCA input):
```
! wB97M-V def2-TZVPD RIJCOSX def2/J DEFGRID3
* xyz -2 1
C -0.3386 0.1904 -0.5534
C 0.0706 -1.2292 -0.9170
S -0.7987 -1.8333 -2.5635
N 0.5496 0.9280 0.4231
C 0.0509 1.2996 1.7195
O -1.2761 1.1518 1.8608
O 0.9393 1.4299 2.6016
H -1.4748 -0.0064 -0.2054
H -0.2574 0.6560 -1.5596
H 1.1030 -1.4722 -0.9686
H -0.1828 -1.9468 -0.1763
H 1.6152 0.8321 0.3389
*
```

Atomic partial charges in e from the natural (NBO) method, atoms 1 to 5:
1. C -0.252
2. C -0.475
3. S -0.839
4. N -0.726
5. C 0.864

[6]
Density functional theory data (the ωB97M-V functional and the def2-TZVPD basis) for one molecule with the formula C3H5NO2S.

Calculated values
HOMO-LUMO gap   9.25 eV
ΔE to the lowest compared entry with this formula, charge and spin   2.095 eV
E   -19610.4159 eV

Structure (ORCA input):
```
! wB97M-V def2-TZVPD RIJCOSX def2/J DEFGRID3
* xyz 0 1
C -0.3748 -1.3300 0.3228
C -0.4704 1.6565 0.9868
C 0.9292 0.0079 -1.3502
H 0.2466 -2.1636 -0.0668
H -0.2245 -1.2093 1.4003
H -1.4440 -1.5328 0.1372
H -1.1598 2.5318 1.0842
H 0.9370 0.9971 -1.7670
N 0.0017 -0.1310 -0.4012
O -0.7941 0.9717 -0.1636
O 0.4089 1.3616 1.7418
S 1.9442 -1.1599 -1.9244
*
```

Atomic partial charges in e from the natural (NBO) method, atoms 1 to 5:
1. C -0.447
2. C 0.634
3. C -0.065
4. H 0.259
5. H 0.223

[7]
Density functional theory data (the ωB97M-V functional and the def2-TZVPD basis) for a 2-piece molecular cluster, C3H5NO2S overall in a non-equilibrium geometry.

Calculated values
HOMO-LUMO gap (alpha / beta)   7.78 / 7.79 eV
ΔE to the lowest compared entry with this formula, charge and spin   7.461 eV
E   -19605.0503 eV

Structure (ORCA input):
```
! wB97M-V def2-TZVPD RIJCOSX def2/J DEFGRID3
* xyz 0 1
C 1.5840 0.2186 -0.2518
C 0.5167 0.1646 0.4656
C -1.6790 -0.2474 -0.6343
N 0.4427 0.5230 1.8442
O 0.1375 1.6499 2.1262
O 0.7159 -0.4290 2.5689
S -0.9998 -0.4946 -2.1685
H 2.5476 0.3981 0.2363
H 1.4533 0.0603 -1.3529
H -2.2625 -0.9273 -0.0587
H -1.8949 0.8037 -0.6207
H -0.5616 -1.7199 -2.1544
*
```

Atomic partial charges in e from the natural (NBO) method, atoms 1 to 5:
1. C -0.523
2. C 0.074
3. C -0.452
4. N 0.457
5. O -0.366

[8]
Density functional theory data (the ωB97M-V functional and the def2-TZVPD basis) for one molecule with the formula C3H5NO2S in a non-equilibrium geometry.

Calculated values
HOMO-LUMO gap   8.86 eV
ΔE to the lowest compared entry with this formula, charge and spin   3.020 eV
E   -19609.4913 eV

Structure (ORCA input):
```
! wB97M-V def2-TZVPD RIJCOSX def2/J DEFGRID3
* xyz 0 1
C -1.0056 1.1905 0.3071
C -1.3170 -0.2771 -0.0650
C 1.8790 -1.3646 -0.0863
H 0.6960 1.6146 -0.4926
H -0.5433 1.1621 1.3529
H -1.9304 1.6855 0.3322
H 2.8832 -1.0360 0.0973
H 1.6103 -2.4250 -0.2254
N 0.9827 -0.4356 -0.1530
O -0.2031 1.9299 -0.5798
O -0.2582 -1.0860 -0.2647
S -2.7937 -0.9584 -0.2228
*
```

Atomic partial charges in e from the natural (NBO) method, atoms 1 to 5:
1. C -0.151
2. C 0.200
3. C -0.080
4. H 0.486
5. H 0.187

[9]
Density functional theory data (the ωB97M-V functional and the def2-TZVPD basis) for one molecule with the formula C3H5NO2S in a non-equilibrium geometry.

Calculated values
HOMO-LUMO gap   9.76 eV
ΔE to the lowest compared entry with this formula, charge and spin   2.966 eV
E   -19609.5455 eV

Structure (ORCA input):
```
! wB97M-V def2-TZVPD RIJCOSX def2/J DEFGRID3
* xyz 0 1
C 1.9809 1.1700 -0.0451
C 0.5482 -1.1991 -0.0586
C -2.7056 -0.2475 -0.0015
H 1.0653 1.5291 -0.6901
H 3.0491 1.5955 -0.4861
H 1.6902 1.5835 1.0041
H 0.5422 -2.3121 0.0466
H -3.4966 -1.0520 0.1843
N -0.4655 -0.3991 -0.0490
O -1.6506 -1.0347 -0.0441
O -2.7629 0.9263 0.0668
S 2.2053 -0.5598 0.0728
*
```

Atomic partial charges in e from the natural (NBO) method, atoms 1 to 5:
1. C -0.830
2. C -0.093
3. C 0.651
4. H 0.272
5. H 0.251

[10]
Density functional theory data (the ωB97M-V functional and the def2-TZVPD basis) for one molecule with the formula C3H5NO2S in a non-equilibrium geometry.

Calculated values
HOMO-LUMO gap   8.95 eV
ΔE to the lowest compared entry with this formula, charge and spin   2.411 eV
E   -19610.1005 eV

Structure (ORCA input):
```
! wB97M-V def2-TZVPD RIJCOSX def2/J DEFGRID3
* xyz 0 1
C -0.6246 0.1724 0.1989
C 0.3001 -0.7346 0.9597
C 1.2798 -1.3658 0.0033
H 1.6908 1.0092 -0.4693
H -0.3783 2.0256 -0.7353
H 0.8596 -0.2406 1.7293
H -0.2326 -1.5289 1.3882
H 1.3356 -2.5177 -0.0437
N -0.0378 1.3933 0.0222
O 1.3306 1.6323 0.1870
O 1.9003 -0.7347 -0.8082
S -2.1619 -0.2571 -0.2516
*
```

Atomic partial charges in e from the natural (NBO) method, atoms 1 to 5:
1. C 0.096
2. C -0.606
3. C 0.481
4. H 0.490
5. H 0.394

[11]
Density functional theory data (the ωB97M-V functional and the def2-TZVPD basis) for an isolated ion of composition C3H5NO3 and charge -1 in a non-equilibrium geometry.

Calculated values
HOMO-LUMO gap (alpha / beta)   4.10 / 8.46 eV
Expectation value of S²   0.755
ΔE to the lowest compared entry with this formula, charge and spin   1.876 eV
E   -10822.2509 eV

Structure (ORCA input):
```
! wB97M-V def2-TZVPD RIJCOSX def2/J DEFGRID3
* xyz -1 2
O 2.3859 0.8484 -0.0602
C 1.2303 0.4888 0.2608
N -0.1185 0.4579 -0.8780
C -1.0296 -0.5176 -0.5952
O -2.1632 0.0377 -0.0508
O -0.9267 -1.6856 -0.8907
C 0.6757 0.1701 1.5771
H 0.3868 1.1601 -1.3609
H -1.8317 0.9434 -0.1018
H -0.2743 0.6308 1.9150
H 0.4259 -0.8956 1.7992
H 1.4294 0.3312 2.3578
*
```

Atomic partial charges in e from the natural (NBO) method, atoms 1 to 5:
1. O -0.744
2. C 0.416
3. N -0.986
4. C 0.896
5. O -0.721

[12]
Density functional theory data (the ωB97M-V functional and the def2-TZVPD basis) for one molecule with the formula C3H5NO3.

Calculated values
HOMO-LUMO gap   10.56 eV
ΔE to the lowest compared entry with this formula, charge and spin   0.934 eV
E   -10824.7533 eV

Structure (ORCA input):
```
! wB97M-V def2-TZVPD RIJCOSX def2/J DEFGRID3
* xyz 0 1
O -1.2622 -1.5522 -1.5817
C -1.2215 -1.4559 -0.3844
C -0.0323 -0.8877 0.3391
N 0.6879 0.0840 -0.4671
C 0.8848 1.3792 -0.0794
O 0.1535 1.7176 1.0142
O 1.6397 2.1531 -0.6072
H -2.0588 -1.8082 0.2404
H -0.3124 -0.4508 1.2924
H 0.6321 -1.7342 0.5434
H 0.6044 -0.1108 -1.4603
H 0.2848 2.6658 1.1503
*
```

Atomic partial charges in e from the natural (NBO) method, atoms 1 to 5:
1. O -0.517
2. C 0.435
3. C -0.336
4. N -0.648
5. C 0.883